Entry 1:
91
Properties=species:S:1:pos:R:3 method="wB97M-V/def2-TZVPD" total_charge=0 lumo_energy_ev=0.22 e_above_lowest_ev=6.140 orbital_gap_ev=9.22 smiles="NC(N)=O.NC(N)=O.CCO.CCO.CCO.CCO.CCO.CO.CO.CO.CO.CO"
H -4.24700 2.81200 20.49600
H -12.32600 2.09900 23.15000
H -4.26900 -1.77000 20.62500
H -6.94200 2.82000 21.44900
C -2.46500 3.49400 20.83900
H -1.58400 0.70800 26.01500
O -8.26200 6.63400 21.67200
H -8.56000 2.79000 25.66700
C -3.52300 -1.09300 20.19800
H -7.11800 -0.12900 19.59300
C -11.78100 2.53600 21.24900
C -3.54300 0.93200 25.14200
H -4.72200 5.13200 24.78700
H -2.37300 3.09300 21.90200
H -8.41000 1.81200 19.97700
N -10.62400 3.02600 21.58600
C -5.94300 4.29300 22.44400
H -8.34700 1.52400 21.77300
H -4.87000 4.90000 18.21000
O -3.39200 2.71500 20.08900
H -6.04800 3.70800 18.66700
O -3.76900 0.35000 22.07200
H -3.23800 4.94500 25.63800
H -5.66100 4.95800 19.83100
O -4.90700 3.45500 22.88500
H -10.29100 5.86500 19.96000
H -7.60300 5.40200 18.95900
H -6.03900 7.46100 20.28300
N -6.96600 3.81900 21.74100
C -9.25900 6.22000 22.62900
N -12.35400 1.84800 22.19200
H -2.13200 0.50600 20.90500
N -6.00700 5.58800 22.58100
H -10.00000 2.68400 22.37600
O -3.84000 7.22500 23.15600
H -3.62600 -0.03800 24.63400
H -5.19500 6.12000 22.96500
C -2.82400 -0.28800 21.32400
H -6.99400 -0.53600 21.25800
H -9.53600 7.06000 23.30200
H -8.59900 7.36500 21.13600
C -8.29300 1.07500 20.79200
O -1.37600 0.91500 23.95800
H -10.21100 6.02100 22.14800
C -7.91700 2.74800 24.73400
H -2.12400 -0.75300 22.06500
C -5.14900 7.93700 19.89300
H -8.71000 3.83100 18.78200
H -4.14000 6.46500 25.67900
C -3.08000 6.18600 23.73900
O -6.90500 5.57900 18.34000
O -4.73100 7.33600 18.76500
H -10.21600 3.63000 20.88000
O -9.03200 4.29700 19.54600
H -0.41700 1.00900 24.05500
H -10.97000 4.63500 18.97800
H -2.77300 -1.76500 19.72900
H -3.30300 1.05200 22.47800
H -4.26700 1.55100 24.61200
C -7.24800 1.45400 24.42700
O -5.91700 1.25600 20.73100
C -5.83300 4.79900 18.73100
H -3.36400 7.70900 22.44200
H -3.97200 -0.42400 19.45500
H -4.03900 0.72900 26.10700
H -9.90200 5.74300 18.29800
H -6.79100 6.16800 22.24900
C -2.03900 1.24500 25.15600
C -3.81800 5.64300 25.03800
H -5.40500 8.99300 19.71400
H -2.77400 4.51900 20.98300
H -8.16900 3.43100 23.01200
H -6.41200 1.33800 25.12800
H -5.12000 0.79100 21.00500
H -4.41500 7.97800 20.71500
H -3.05200 5.34300 23.00100
H -9.03200 5.48900 23.41500
H -7.10000 3.44600 24.87100
H -1.91900 2.38300 25.28900
O -8.73600 2.99500 23.64400
O -12.39100 2.76800 20.01500
C -6.98900 0.33700 20.57400
H -7.91000 0.60100 24.46200
H -9.16300 0.43200 20.71000
H -6.71300 1.45800 23.40900
H -7.59300 4.44000 21.20900
H -2.06300 6.47000 23.91000
H -5.49800 7.27400 18.21200
H -1.47800 3.52700 20.48600
H -13.24900 1.52500 21.74000
C -10.05200 5.14800 19.19100



Entry 2:
14
Properties=species:S:1:pos:R:3 method="wB97M-V/def2-TZVPD" total_charge=+1 lumo_energy_ev=-3.97 e_above_lowest_ev=1.763 orbital_gap_ev=9.90 smiles="[NH2+]=C(NP)NP"
H 3.09982 -0.98448 -1.13940
H -0.17457 -1.52030 0.01594
H 2.05764 1.39410 -0.51249
P -2.41559 -0.70098 -0.07826
N 1.43233 0.61672 -0.33242
H -1.61507 1.64488 0.09144
P 2.26374 -0.99047 0.00014
H 3.44631 -0.22340 0.70640
H -2.23921 -2.00458 0.45586
C 0.09477 0.68465 -0.24260
N -0.75295 -0.84516 -0.63124
N -0.66271 1.78022 -0.13800
H -0.37557 2.79609 -0.29436
H -2.79652 -1.10041 -1.42246



Entry 3:
74
Properties=species:S:1:pos:R:3 method="wB97M-V/def2-TZVPD" total_charge=-1 lumo_energy_ev=2.55 e_above_lowest_ev=2.490 orbital_gap_ev=9.89
H -0.06636 -4.93296 3.75898
C 1.98812 0.89104 5.01705
C 1.85380 2.12179 -3.82722
H -2.00472 -1.94838 -3.35730
H -3.33636 -0.37115 -0.52087
H -1.79527 4.48155 -2.69135
C -1.14805 3.38407 5.02479
H 1.54882 -1.84455 -0.82135
H -0.66930 2.66441 5.55460
H 1.68766 1.24955 -3.16003
H -2.02219 2.73325 -1.13001
F 0.14993 1.08017 1.35747
H -2.21959 3.40028 4.93684
H 0.47127 -3.82324 -1.63331
H 1.18756 2.97068 -3.70155
H -0.88964 1.82751 2.36980
H -1.49064 3.24568 0.42468
C -1.30405 3.33481 -0.72983
C 3.28197 1.88215 -0.12911
H -1.78789 -2.95095 -5.64728
O 0.02518 3.05008 -1.06358
H 0.51073 -5.51800 1.94445
C 2.09460 -4.28146 -0.58232
H -0.95779 4.30301 3.30044
N 4.66748 1.40959 2.05663
N -5.90499 -0.54945 -2.09863
H 0.40114 3.16269 3.51158
F 1.27327 -0.79241 0.70257
H -0.73699 -1.53761 -5.99873
F -0.92989 -0.74555 0.61114
C -1.42389 -1.85090 -5.38145
C -1.83444 4.61981 -1.43704
O -1.06328 -3.45514 0.80493
O 1.76032 -2.26936 -1.71575
H -4.44669 0.04979 0.73515
H -0.03859 -0.48828 -2.90565
H 0.67340 -3.14092 1.99898
H 1.82023 -3.98696 -2.65204
H 3.07930 -4.53220 -0.92954
H -2.32935 -1.33130 -5.51754
H 2.15201 -0.99429 3.89608
O -0.93944 -0.54281 -3.39768
H -1.11496 -5.40826 2.66312
C 4.08293 1.62364 1.10810
B 0.23859 0.04745 0.44937
C -0.74947 3.37300 3.71443
C -0.47815 -3.51203 2.23318
C -0.17190 -4.99459 2.68282
H -4.21094 -1.78932 0.00467
H 2.93153 2.86332 0.25322
H -0.99133 -2.71954 2.93236
H 1.72562 -5.30459 -0.69170
C 1.59851 0.07790 3.89775
H 2.55428 1.19910 -0.13868
N 2.25278 1.53231 5.97286
N 4.39850 2.75762 -3.52994
H 1.78589 -3.83232 0.34708
O -1.49700 2.32396 3.02472
F 0.24347 0.38914 -0.90572
C 1.47312 -3.56571 -1.78750
H -1.03494 5.21860 -1.12287
H 3.94923 2.10430 -1.06631
H -1.40570 -2.50702 0.66009
H 0.26477 2.10982 -1.12659
H -2.68522 4.85240 -1.10810
C -1.00819 -1.88212 -3.86481
H 1.36521 1.69840 -5.01483
H -0.24184 -2.44756 -3.72439
H 0.45424 -0.10240 3.67282
C -5.20706 -0.58258 -1.18331
C -4.25486 -0.79067 -0.09941
H -0.85177 4.32129 5.40707
H 2.02431 0.50164 3.07693
C 3.27295 2.47078 -3.71341



Entry 4:
11
Properties=species:S:1:pos:R:3 method="wB97M-V/def2-TZVPD" total_charge=0 lumo_energy_ev="-0.86 / -0.35" e_above_lowest_ev=8.993 orbital_gap_ev="8.06 / 8.45"
H 0.30788 -0.90843 -1.22388
Si 1.85679 0.09126 0.63282
Cl -2.61579 1.60037 0.02723
Cl -1.85606 -0.94931 1.32214
C 0.72399 0.05558 -0.90840
Cl -2.86460 -0.87876 -1.39165
H 3.28864 0.16444 0.34169
H 1.61876 -1.28975 1.26701
C -2.07579 -0.01677 -0.10529
H 0.38158 0.98213 -1.51490
H 1.23460 1.14924 1.55323



Entry 5:
10
Properties=species:S:1:pos:R:3 method="wB97M-V/def2-TZVPD" total_charge=+1 lumo_energy_ev="-5.75 / -8.10" orbital_gap_ev="9.03 / 6.59" spin_multiplicity=2
H 0.24239 0.54467 -1.49985
H 2.14414 1.59253 -1.15091
C 1.30098 1.07636 -0.64675
H -1.90847 -0.91997 -0.83977
C 0.66920 1.89155 0.43714
H 0.83161 2.97748 0.46941
O 0.12745 1.26769 1.36470
O 1.71770 -0.05879 -0.06687
O -0.95676 -0.88682 -0.72857
Pb -0.04010 -0.84283 1.05673



Entry 6:
34
Properties=species:S:1:pos:R:3 method="wB97M-V/def2-TZVPD" total_charge=-2 lumo_energy_ev="3.98 / 4.00" e_above_lowest_ev=0.000 orbital_gap_ev="4.73 / 5.80"
O -5.97627 -2.75699 3.96514
C -4.11394 -1.50775 2.43275
H 5.11064 2.27213 -2.72085
Cd 2.66983 3.54816 -2.36582
O -0.99194 0.02132 0.05212
C 1.48544 3.61028 -4.21299
H 3.32227 0.42598 0.93503
H 3.42589 -1.31954 0.51430
C -2.09971 -1.78256 1.20245
H 2.40411 3.25573 0.48610
C -2.98238 -3.69625 2.28138
H 0.73202 3.51253 -0.25975
H 0.56168 4.14529 -3.96313
H -2.97866 -4.75565 2.49430
H -3.10142 0.09863 1.35882
C 1.85960 3.71150 -0.39837
C -1.06224 -1.19397 0.43536
Cl 2.35358 -1.48691 -3.37129
N -5.05127 -3.47482 3.52275
C 2.72007 -0.47417 0.70042
H 2.14688 -0.72858 1.61721
H 2.11243 4.16461 -4.91971
C -4.06038 -2.89082 2.70580
C 4.86800 3.34102 -2.60468
C -1.98302 -3.13513 1.50685
O -4.92426 -4.69526 3.79352
C -3.11865 -0.94052 1.65670
H 1.30104 2.58155 -4.54578
H -1.15209 -3.70793 1.11605
H 5.10219 3.92208 -3.51011
H -4.94479 -0.91307 2.75206
H 5.31024 3.78172 -1.69698
O -0.10824 -2.08173 0.14456
La 1.16336 -0.85087 -1.10421